The following is a quantum chemistry calculation of an isolated ion of composition C21H24FN2 and charge +1 at a distorted geometry, from the Open Molecules 2025 dataset.

## Properties
total charge = +1
HOMO level = -12.045 eV
multiplicity = 1
SMILES = C[n+]1ccn(C(C)(C)C)c1[C@H](c1ccccc1)c1cccc(F)c1
E_LUMO = -2.4 eV

XYZ file:
```
48
Properties=species:S:1:pos:R:3:forces:R:3
C 0.149 1.394 -2.549 0.4 1.3 -0.4
N -0.096 0.060 -2.105 -1.9 -1.3 0.1
C -0.575 -0.915 -2.939 0.2 -0.2 -0.1
C -0.678 -2.037 -2.186 0.7 0.4 -0.6
N -0.248 -1.728 -0.896 -1.8 -2.1 -0.1
C -0.298 -2.929 0.136 -0.2 -0.3 -0.3
C 0.805 -2.735 1.153 0.1 -0.1 0.4
C -0.008 -4.278 -0.568 0.4 -0.1 -0.5
C -1.718 -3.064 0.687 -0.3 0.3 0.1
C -0.121 -0.405 -0.840 2.4 1.5 -3.0
C 0.195 0.536 0.211 0.1 -1.0 3.5
C -1.079 1.345 0.600 0.6 0.2 0.5
C -2.334 0.870 0.275 -0.7 -0.1 -0.3
C -3.490 1.611 0.508 -0.1 0.5 0.6
C -3.432 2.866 1.126 -0.1 0.0 0.0
C -2.182 3.332 1.517 0.3 -0.4 0.3
C -1.030 2.574 1.278 -0.1 -0.1 0.2
C 1.514 1.349 0.308 0.2 -0.6 0.3
C 2.577 0.538 0.693 0.8 0.1 -0.2
C 3.802 1.061 1.070 0.5 0.6 -0.1
C 4.061 2.435 1.044 -0.7 -0.2 0.0
C 2.985 3.226 0.671 0.4 0.8 0.1
F 3.173 4.586 0.662 -0.4 -1.1 0.0
C 1.723 2.736 0.351 -0.3 0.2 -0.7
H 1.128 1.737 -2.150 -0.7 -0.2 -0.5
H 0.184 1.312 -3.660 0.0 0.6 0.9
H -0.644 2.095 -2.200 0.5 -0.5 -0.4
H -0.803 -0.670 -3.972 0.2 -0.4 0.2
H -0.872 -3.035 -2.513 -0.2 -0.1 0.1
H 0.605 -1.899 1.829 0.2 -0.2 0.1
H 0.908 -3.655 1.756 -0.1 0.5 -0.2
H 1.751 -2.587 0.617 -0.1 0.0 0.3
H -0.830 -4.642 -1.205 0.3 0.3 0.3
H 0.915 -4.251 -1.163 -0.2 0.1 0.1
H 0.147 -5.058 0.204 -0.2 0.6 -0.3
H -2.406 -3.387 -0.113 0.3 0.2 0.3
H -1.761 -3.829 1.483 0.2 0.4 -0.4
H -2.089 -2.121 1.092 0.0 -0.1 0.1
H 0.489 -0.382 0.867 -1.0 2.4 0.7
H -2.450 -0.125 -0.139 0.0 0.0 -0.2
H -4.463 1.199 0.293 0.0 -0.2 -0.2
H -4.344 3.454 1.359 0.7 -0.6 -0.3
H -2.079 4.239 2.109 -0.1 -0.1 -0.3
H -0.094 2.942 1.683 -0.3 -0.1 0.0
H 2.472 -0.542 0.702 -0.1 0.1 0.1
H 4.586 0.415 1.415 0.2 -0.3 0.0
H 5.011 2.882 1.353 -0.4 -0.2 -0.2
H 0.941 3.479 0.141 0.6 -0.5 -0.1
```
Forces are in eV/Å.


The following is a quantum chemistry calculation of C6H10OS as an isolated structure at a distorted geometry, from the Open Molecules 2025 dataset.

## Properties
total charge = 0
HOMO level = -8.565 eV
energy relative to the best compared isomer or geometry (same formula, charge and spin) = 91.0 kcal per mole
multiplicity = 1
E_LUMO = 0.8 eV

XYZ file:
```
18
Properties=species:S:1:pos:R:3:forces:R:3
C -1.092 1.097 0.552 -0.9 -0.2 1.9
C -1.667 -0.198 -0.220 2.3 1.5 1.4
C -0.605 -0.903 -1.062 1.4 1.7 -0.7
C 0.593 -1.394 -0.319 -0.7 0.3 4.8
C 1.457 -0.080 -0.323 0.0 0.0 0.1
C 1.193 0.955 0.823 1.4 -3.9 0.9
H -0.635 1.796 -0.241 -1.2 -0.6 1.4
H -1.714 1.605 1.513 0.4 -1.0 -3.7
H -2.371 0.088 -0.936 -1.8 0.5 -0.6
H -1.989 -0.941 0.504 -0.5 0.1 0.1
H -1.101 -1.484 -1.773 -0.7 -1.7 -0.8
H 1.142 -2.258 -0.589 0.3 -0.6 -1.1
H 0.171 -1.660 0.736 1.2 0.4 -1.2
H 2.545 -0.079 0.009 -0.6 -1.1 -2.7
H 1.434 1.918 0.475 -0.7 1.8 -0.4
H 2.152 0.748 1.505 -2.6 0.3 -0.4
O -0.044 0.632 1.431 1.5 1.7 -0.5
S 0.528 0.158 -2.084 1.1 1.0 1.5
```
Forces are in eV/Å.


The following is a quantum chemistry calculation of a 2-piece molecular cluster, C3H10NO2 overall at a distorted geometry, from the Open Molecules 2025 dataset.

## Properties
total charge = +1
HOMO level = -15.148 eV
energy relative to the best compared isomer or geometry (same formula, charge and spin) = 13.6 kcal per mole
multiplicity = 1
E_LUMO = -2.9 eV

XYZ file:
```
16
Properties=species:S:1:pos:R:3:forces:R:3
O 0.215 -0.815 1.880 0.2 0.2 -0.8
C -0.211 -0.144 2.774 0.2 -0.1 1.3
O -1.215 0.711 2.642 -0.4 -0.2 -0.6
H 0.222 -0.186 3.788 -0.1 -0.1 -0.1
H -1.645 0.910 3.486 0.3 0.2 0.1
C 1.431 -0.201 -1.836 -0.5 1.1 0.5
N 0.246 -0.430 -0.963 0.7 -0.8 1.0
C -0.946 0.424 -1.172 -0.3 -0.1 0.0
H 2.302 -0.542 -1.293 0.2 -0.8 -0.5
H 1.560 0.881 -1.838 -0.1 0.0 -0.4
H 1.216 -0.574 -2.827 0.5 -0.2 -0.1
H -0.039 -1.395 -0.965 -0.3 -0.7 -0.7
H 0.599 -0.462 0.009 -0.5 1.0 0.2
H -1.618 -0.051 -1.879 0.1 -0.1 -0.2
H -1.485 0.496 -0.233 0.1 0.3 0.1
H -0.631 1.379 -1.574 0.0 0.1 0.2
```
Forces are in eV/Å.


The following is a quantum chemistry calculation of a 11-piece molecular cluster, C29H46Cl4F4O27 overall at a distorted geometry, from the Open Molecules 2025 dataset.

## Properties
total charge = +1
HOMO level (spin up / spin down) = -12.696 / -12.696 eV
multiplicity = 2
E_LUMO (spin up / spin down) = -2.9 / -9.8 eV

XYZ file:
```
110
Properties=species:S:1:pos:R:3:forces:R:3
C 4.947 -0.366 5.999 0.9 0.0 0.0
O 4.046 0.228 5.046 -0.4 -0.3 0.0
C 3.976 -0.282 3.791 0.4 -0.4 1.8
O 4.607 -1.193 3.371 1.1 -0.9 -0.4
O 3.041 0.346 3.139 -1.8 1.8 -0.1
C 3.042 0.261 1.734 1.3 -0.6 -1.5
H 4.810 0.121 6.964 -0.2 0.3 -0.4
H 5.973 -0.206 5.667 0.0 0.1 0.0
H 4.880 -1.433 6.210 -0.7 -0.1 -0.7
H 4.040 0.482 1.354 0.2 0.0 0.1
H 2.420 0.987 1.211 -0.5 0.0 0.9
H 2.853 -0.747 1.364 -0.4 -0.1 0.3
C -1.499 -5.382 0.071 1.4 0.4 0.1
O -2.617 -5.823 0.847 -0.6 0.9 -0.9
C -2.507 -6.095 2.146 2.6 -2.2 1.9
O -1.475 -6.498 2.695 -1.8 1.4 -1.2
O -3.693 -6.038 2.749 0.2 0.5 0.0
C -3.825 -6.467 4.133 -0.7 0.1 0.4
H -0.807 -4.721 0.593 -0.3 0.0 0.7
H -1.776 -4.791 -0.803 -1.0 -0.2 0.2
H -0.819 -6.136 -0.324 -0.5 -0.8 0.3
H -4.468 -7.348 4.113 0.4 -0.2 0.0
H -4.383 -5.722 4.700 -0.2 0.4 -0.6
H -2.937 -6.596 4.752 0.4 -0.3 -1.0
C -1.234 8.601 -0.938 -0.2 1.4 -0.1
O -0.603 7.358 -0.688 -0.1 -0.4 -0.1
C -1.238 6.448 0.047 -1.3 -0.2 1.6
O -2.189 6.640 0.819 2.0 -0.5 -1.9
O -0.616 5.256 -0.158 -0.3 1.2 0.4
C -1.085 4.152 0.622 0.2 -0.2 -0.9
H -0.584 9.221 -1.556 0.3 -0.6 -0.3
H -1.360 9.257 -0.076 -0.2 -0.7 0.5
H -2.184 8.505 -1.463 0.0 -0.3 0.2
H -0.929 4.283 1.692 -0.2 0.2 -0.1
H -0.485 3.315 0.265 0.0 0.0 0.2
H -2.115 3.951 0.327 -0.1 0.0 0.5
C 2.284 3.563 -2.242 0.6 0.2 -0.6
O 2.599 4.126 -0.981 0.7 -0.5 2.6
C 3.457 3.425 -0.183 1.5 -0.5 -0.2
O 3.969 2.321 -0.436 -1.6 2.5 0.5
O 3.775 4.192 0.932 -0.3 -1.5 -1.2
C 4.721 3.629 1.893 -0.5 0.0 0.7
H 1.577 4.228 -2.740 0.0 0.0 0.3
H 1.850 2.567 -2.161 0.3 0.0 0.0
H 3.227 3.612 -2.787 -0.3 -0.7 -0.5
H 5.773 3.806 1.671 -0.2 0.0 -0.6
H 4.564 2.583 2.159 -0.1 -0.1 -0.8
H 4.516 4.110 2.850 -0.1 0.5 -0.3
C -3.914 2.072 2.248 -0.7 -1.1 -0.5
O -2.977 2.891 2.937 -1.1 -1.4 0.2
C -2.897 2.756 4.245 0.8 2.9 -0.4
O -3.723 2.266 5.038 -0.4 -1.1 -0.3
O -1.914 3.514 4.601 0.9 0.6 -0.2
C -1.858 4.263 5.826 -0.5 -1.3 1.7
H -4.282 2.578 1.356 0.3 0.3 0.3
H -4.728 1.728 2.887 0.0 0.3 0.2
H -3.423 1.156 1.919 0.4 0.0 -0.2
H -1.733 3.497 6.590 0.8 0.3 0.3
H -2.810 4.685 6.147 -0.1 0.4 -0.9
H -1.055 5.000 5.785 -0.2 -0.4 -0.3
C 0.482 -0.093 -6.152 0.9 -1.0 0.6
C 1.629 -0.940 -6.734 -1.4 0.8 -1.1
O 2.669 0.056 -6.784 0.3 -0.1 0.1
C 2.443 0.968 -5.802 2.9 3.2 1.0
O 3.214 1.916 -5.457 -3.4 -4.5 -1.5
O 1.260 0.693 -5.224 -0.7 0.7 0.4
F 1.238 -1.371 -7.978 0.9 0.5 0.4
H -0.277 -0.698 -5.655 0.2 0.2 0.3
H -0.008 0.553 -6.881 0.3 -0.1 -0.2
H 1.955 -1.823 -6.185 0.1 0.2 0.2
C 1.149 -0.568 -1.446 -1.0 -1.5 -0.3
C -0.020 -1.562 -1.623 1.1 2.4 -1.6
O -1.182 -0.864 -1.203 0.2 -0.2 -0.9
C -0.795 0.231 -0.540 -0.2 1.4 1.8
O -1.541 0.943 0.113 1.6 -1.3 -1.3
O 0.564 0.374 -0.608 -1.2 1.7 0.9
F 0.162 -2.527 -0.769 0.0 -2.7 1.4
H 1.487 -0.174 -2.405 0.1 0.3 0.3
H 1.886 -1.172 -0.916 0.5 0.6 -0.1
H 0.000 -1.864 -2.670 -1.0 -0.6 0.2
C -4.982 -2.540 0.369 0.8 -0.7 -0.3
C -3.871 -1.617 0.862 -0.8 -2.4 -0.6
O -4.174 -1.560 2.226 1.3 0.6 0.4
C -5.510 -1.795 2.393 -1.1 2.0 6.3
O -6.118 -1.550 3.470 2.5 -0.9 -4.3
O -5.981 -2.261 1.320 -2.8 -1.4 -2.0
F -4.099 -0.453 0.295 -0.2 3.0 -0.7
H -4.680 -3.584 0.457 -0.1 -0.1 0.0
H -5.371 -2.346 -0.631 0.2 0.2 0.2
H -2.857 -1.908 0.586 0.0 -0.2 0.8
C 0.812 -5.462 -5.720 0.6 -3.7 0.3
C 0.172 -4.496 -4.847 0.2 0.3 0.0
O -0.750 -3.925 -5.732 -2.4 1.6 5.3
C -0.490 -4.160 -6.949 0.9 -0.4 -5.2
O -1.030 -3.676 -7.909 0.6 -0.7 1.3
O 0.541 -5.041 -6.982 0.3 1.4 -3.1
F 1.085 -3.527 -4.559 0.4 1.0 0.7
H 0.303 -6.426 -5.719 0.0 -0.4 1.0
H 1.865 -5.674 -5.534 0.0 0.5 -0.1
H -0.207 -4.904 -3.910 -0.6 0.4 -0.2
C -1.011 -0.808 3.396 -0.4 0.0 0.4
Cl -0.939 -2.341 2.514 0.2 0.5 0.2
Cl -2.251 -0.911 4.698 0.1 0.4 -0.1
H -0.063 -0.585 3.886 -0.1 -0.2 -0.3
H -1.347 0.010 2.758 0.2 -0.2 -0.2
C 4.825 -0.398 -2.761 0.4 0.0 -0.1
Cl 3.915 -1.960 -2.784 0.4 0.4 0.1
Cl 6.603 -0.608 -2.622 -0.9 -0.1 -0.2
H 4.575 0.087 -3.705 0.3 0.0 0.2
H 4.518 0.212 -1.912 -0.1 -0.3 -0.1
```
Forces are in eV/Å.


The following is a quantum chemistry calculation of C9H23KN3O as an isolated structure, from the Open Molecules 2025 dataset.

## Properties
total charge = +1
HOMO level = -12.260 eV
energy relative to the best compared isomer or geometry (same formula, charge and spin) = 0.0 kcal per mole
multiplicity = 1
E_LUMO = -2.7 eV

XYZ file:
```
37
Properties=species:S:1:pos:R:3:forces:R:3
K -0.788 0.858 0.488 -0.4 0.1 -0.1
C -0.769 3.050 -2.155 0.1 -0.1 0.0
N 0.273 2.409 -1.355 0.1 0.2 -0.1
C 1.067 3.434 -0.676 -0.1 0.0 -0.1
C 1.144 1.565 -2.171 0.0 -0.1 -0.1
C 0.511 0.258 -2.627 0.1 0.1 0.0
N 0.219 -0.693 -1.551 0.0 -0.2 -0.1
C 1.452 -1.269 -1.014 0.0 0.1 0.1
C -0.605 -1.778 -2.092 0.1 0.0 0.0
H -0.340 3.711 -2.921 -0.1 0.0 0.0
H -1.409 3.650 -1.506 0.0 0.0 0.0
H -1.388 2.299 -2.644 0.0 0.0 -0.1
H 1.557 4.100 -1.398 0.1 0.1 0.1
H 1.828 2.964 -0.053 0.0 0.0 0.0
H 0.421 4.033 -0.033 0.0 0.1 0.0
H 2.038 1.347 -1.585 0.1 0.1 -0.1
H 1.474 2.102 -3.074 0.1 0.0 0.1
H 1.193 -0.191 -3.366 -0.1 -0.1 0.0
H -0.427 0.470 -3.143 0.0 0.0 -0.1
H 2.026 -1.802 -1.784 0.0 0.0 0.0
H 1.214 -1.980 -0.222 0.0 0.0 0.0
H 2.082 -0.491 -0.586 0.1 0.0 0.0
H -0.087 -2.296 -2.911 -0.1 0.0 0.0
H -1.549 -1.386 -2.468 0.0 0.0 0.0
H -0.817 -2.513 -1.315 0.0 0.0 0.0
C -0.817 -2.620 4.660 0.2 0.0 0.4
N -0.767 -1.701 3.528 -0.3 -0.3 -0.3
C -1.547 -1.972 2.331 0.0 0.2 -0.2
C -0.031 -0.596 3.566 0.5 0.3 0.4
O 0.059 0.239 2.665 -0.1 -0.4 0.3
H -1.401 -3.497 4.401 0.0 0.0 -0.1
H -1.275 -2.156 5.534 0.0 0.0 -0.1
H 0.182 -2.956 4.939 0.0 0.0 -0.1
H -2.071 -2.918 2.412 0.1 0.0 0.1
H -0.893 -2.023 1.456 0.0 0.0 0.0
H -2.293 -1.189 2.172 0.0 0.0 0.0
H 0.535 -0.460 4.498 -0.1 -0.1 0.0
```
Forces are in eV/Å.


The following is a quantum chemistry calculation of C21H15AsCl2FeO4Tl as an isolated structure at a distorted geometry, from the Open Molecules 2025 dataset.

## Properties
total charge = +4
HOMO level (spin up / spin down) = -19.354 / -19.301 eV
multiplicity = 6
E_LUMO (spin up / spin down) = -15.7 / -16.1 eV

XYZ file:
```
45
Properties=species:S:1:pos:R:3:forces:R:3
Fe -5.366 -0.479 -2.979 -0.7 -0.7 0.1
Tl -2.524 -1.616 -0.114 -0.5 0.1 0.0
Cl -5.830 1.481 -2.275 0.6 -0.2 -0.4
Cl -3.458 -1.327 -3.626 -0.6 0.8 0.6
C -0.365 -3.364 -1.661 2.2 -0.9 -1.4
C -6.832 -1.125 -1.429 -3.2 2.2 3.9
C -6.282 -2.261 -3.640 1.5 -4.4 -3.8
O 0.553 -3.730 -2.230 -2.1 0.8 1.2
O -7.661 -0.863 -0.674 3.1 -1.6 -3.0
O -6.162 -3.274 -4.174 -1.1 3.9 2.4
O -1.222 0.346 -0.103 1.4 -0.6 0.2
As 0.416 0.377 0.389 -1.8 2.2 -0.2
C 1.487 -0.109 -1.140 0.9 -2.2 1.4
C 1.397 0.665 -2.301 -0.6 0.7 0.2
C 2.171 0.328 -3.422 1.3 -1.1 -1.1
C 3.009 -0.795 -3.385 -0.6 1.4 -1.1
C 3.046 -1.590 -2.238 1.0 -0.8 -0.7
C 2.299 -1.246 -1.110 -1.7 1.8 1.5
C 0.798 2.219 0.887 0.1 -0.1 0.0
C -0.218 3.182 0.795 -0.2 0.0 0.0
C 0.055 4.513 1.163 0.1 -0.4 -0.1
C 1.333 4.870 1.614 -0.1 -0.3 -0.1
C 2.342 3.902 1.684 0.0 -0.3 -0.1
C 2.082 2.580 1.311 0.0 0.0 0.1
C 0.581 -0.833 1.897 0.2 -1.0 -1.0
C 0.803 -0.289 3.166 0.0 0.9 -1.2
C 0.862 -1.136 4.281 -0.1 -1.8 1.5
C 0.630 -2.510 4.143 0.1 0.5 0.3
C 0.362 -3.038 2.872 0.0 -1.0 1.6
C 0.392 -2.212 1.737 0.3 2.4 -1.1
H 0.721 1.525 -2.314 0.2 -0.1 -0.1
H 2.108 0.945 -4.317 0.1 -0.1 0.2
H 3.609 -1.056 -4.262 -0.2 0.1 0.3
H 3.663 -2.489 -2.208 -0.1 0.2 -0.1
H 2.359 -1.835 -0.195 0.2 0.0 -0.3
H -1.205 2.875 0.438 0.3 0.3 0.2
H -0.729 5.272 1.100 0.3 -0.3 0.0
H 1.551 5.901 1.913 -0.1 -0.4 -0.1
H 3.339 4.161 2.033 -0.2 0.0 -0.1
H 2.862 1.820 1.352 0.1 0.3 0.1
H 0.938 0.790 3.262 0.0 -0.2 0.1
H 1.068 -0.706 5.260 -0.1 -0.1 -0.1
H 0.630 -3.157 5.024 0.0 0.2 -0.3
H 0.109 -4.092 2.755 0.2 0.2 0.1
H 0.280 -2.622 0.727 0.0 -0.1 0.5
```
Forces are in eV/Å.